ORCA calculation (ωB97M-V/def2-TZVPD) on one molecule with the formula C27H29N3O4.

Structure (ORCA input):
```
! wB97M-V def2-TZVPD RIJCOSX def2/J DEFGRID3
* xyz 0 1
C -6.39 -2.99 2.59
H -6.85 -3.52 1.76
H -5.46 -3.50 2.84
H -7.06 -3.03 3.45
C -6.11 -1.55 2.20
C -7.41 -0.82 1.83
H -7.20 0.19 1.49
H -8.06 -0.77 2.69
H -7.91 -1.35 1.03
H -5.62 -1.04 3.04
O -5.23 -1.60 1.09
C -4.53 -0.50 0.70
C -4.48 0.72 1.37
C -3.70 1.75 0.88
C -2.95 1.60 -0.28
C -3.01 0.38 -0.95
C -3.78 -0.65 -0.47
H -3.82 -1.60 -0.98
H -2.44 0.25 -1.86
C -2.06 2.70 -0.78
N -0.71 2.21 -0.95
C -0.01 2.35 -2.09
O -0.43 2.97 -3.05
C 1.36 1.69 -2.06
H 1.29 0.69 -1.63
H 1.69 1.60 -3.10
C 2.38 2.54 -1.30
H 2.23 3.59 -1.54
C 2.33 2.37 0.22
N 2.65 1.00 0.61
C 3.96 0.61 0.53
O 4.87 1.38 0.31
C 4.17 -0.90 0.61
C 3.95 -1.38 -0.82
C 2.88 -2.17 -1.18
C 2.69 -2.52 -2.51
C 3.56 -2.08 -3.48
C 4.64 -1.29 -3.12
C 4.84 -0.94 -1.80
H 5.67 -0.31 -1.52
H 5.33 -0.94 -3.88
H 3.41 -2.35 -4.51
H 1.85 -3.15 -2.78
H 2.19 -2.54 -0.43
O 3.36 -1.55 1.57
C 2.08 -1.11 1.62
C 1.11 -1.90 2.23
C -0.20 -1.45 2.26
C -0.50 -0.24 1.67
N 0.42 0.54 1.11
C 1.69 0.13 1.10
H -1.51 0.15 1.63
H -0.98 -2.04 2.72
H 1.40 -2.84 2.66
H 5.21 -1.10 0.91
H 1.35 2.61 0.63
H 3.09 3.02 0.67
H 3.39 2.27 -1.63
H -0.34 1.63 -0.20
H -2.07 3.55 -0.09
H -2.39 3.05 -1.77
H -3.67 2.68 1.42
H -5.04 0.88 2.28
*
```

Summary:
F_max = 0.661 eV/Å
ΔE to the lowest compared entry with this formula, charge and spin = 42.3 kcal/mol
SMILES string = CC(C)Oc1ccc(CNC(=O)CCCN2C(=O)[C@H](c3ccccc3)Oc3cccnc32)cc1
Kohn-Sham gap = 8.92 eV
HOMO level = -8.383 eV
LUMO level = 0.54 eV

Mulliken atomic charge list, values in e, 2 entries: atom 1 (C): -1.547, atom 2 (H): 0.349

***

ORCA calculation (ωB97M-V/def2-TZVPD) on a 2-piece molecular cluster, C5H14IN2 overall in a non-equilibrium geometry.

Structure (ORCA input):
```
! wB97M-V def2-TZVPD RIJCOSX def2/J DEFGRID3
* xyz 1 3
C -2.09 0.50 1.75
C -1.11 -0.26 -0.94
C -0.70 -0.10 1.56
C -0.14 0.20 0.15
C 1.19 -0.47 0.03
N 1.95 0.95 -1.69
N 1.33 -1.62 -0.56
I 2.74 0.12 1.33
H -2.36 0.47 2.80
H -2.11 1.54 1.43
H -2.85 -0.05 1.20
H -1.48 -1.26 -0.73
H -0.65 -0.25 -1.92
H -1.96 0.41 -0.97
H -0.75 -1.18 1.72
H -0.03 0.33 2.31
H 0.00 1.28 0.09
H 1.21 1.54 -2.05
H 2.70 1.56 -1.37
H 2.31 0.41 -2.47
H 2.20 -2.13 -0.52
H 0.59 -1.98 -1.15
*
```

Summary:
F_max = 5.121 eV/Å
ΔE to the lowest compared entry with this formula, charge and spin = 0.0 kcal/mol
Kohn-Sham gap (spin up / spin down) = 6.69 / 6.21 eV
HOMO level (spin up / spin down) = -9.939 / -14.181 eV
LUMO level (spin up / spin down) = -3.25 / -7.97 eV
⟨S²⟩ = 2.01

Mulliken atomic charge list, values in e, 2 entries: atom 1 (C): -1.368, atom 2 (C): -1.991

***

Q: Among the records above, which one has the lowest ΔE to the lowest compared entry with this formula, charge and spin?
A: C5H14IN2

***

Q: What is the F_max in the first record?
A: 0.661 eV/Å